#A
The following is a quantum chemistry calculation of the ion C5H12NOS with charge -1, from the OMol25 dataset.

Each line ends with the Löwdin charge.
Cartesian coordinates (Å):
C  0.32312  -0.78028  -0.78988  -0.304
N  0.66509  0.21015  -1.75235  -0.087
C  0.44109  -0.18066  -3.26922  -0.564
O  1.34742  -1.04139  -3.66529  -0.339
C  -0.73426  -0.28545  0.26285  -0.227
C  -0.31323  0.81980  1.15008  -0.321
C  0.09968  0.47276  2.59122  -0.515
S  -1.13185  0.68134  4.01158  0.597
H  1.10488  -1.11808  -0.17242  0.079
H  -0.09844  -1.66821  -1.34676  0.119
H  1.66352  0.49680  -1.74388  0.087
H  -0.61569  -0.39552  -3.26139  0.055
H  0.66090  0.75974  -3.88397  0.073
H  -0.98407  -1.10628  1.00450  0.111
H  -1.58350  0.07326  -0.39998  0.119
H  -1.02771  1.50361  1.03981  0.047
H  0.52905  1.40684  0.66849  0.123
H  0.94954  1.22021  2.86746  0.088
H  0.41885  -0.52830  2.75294  0.034
H  -1.71438  -0.54034  3.93621  -0.173

Results
Net charge: -1
HOMO energy, eV: -2.56
Structure (SMILES): [O-]CNCCCCS

---

#B
The following is a quantum chemistry calculation of the ion C5H12NOS with charge -1, from the OMol25 dataset.

Each line ends with the Löwdin charge.
Cartesian coordinates (Å):
C  -1.93553  -0.58909  1.89669  -0.138
N  -1.29842  0.44081  1.01451  -0.076
C  -0.80683  -0.28865  -0.18582  -0.387
C  0.46212  0.41777  -0.73654  -0.245
C  1.51125  0.39951  0.38221  -0.557
S  3.23463  0.64298  -0.27069  0.622
C  -1.90788  -0.40679  -1.28946  -0.527
O  -2.80609  -1.35951  -1.01134  -0.350
H  -2.73588  -1.04571  1.29746  0.061
H  -2.32938  -0.13556  2.81571  0.055
H  -1.22753  -1.33401  2.23100  0.058
H  -2.02572  1.06714  0.69186  0.080
H  -0.65984  -1.35487  -0.02497  0.127
H  0.74242  -0.26696  -1.54211  0.097
H  0.23557  1.42772  -1.06408  0.108
H  1.60374  -0.46519  1.02988  0.056
H  1.24472  1.27730  0.97572  0.059
H  3.85488  1.18168  0.76631  -0.206
H  -1.53591  -0.45427  -2.37213  0.087
H  -2.39079  0.62410  -1.30986  0.077

Results
Net charge: -1
HOMO energy, eV: -2.54
Structure (SMILES): CN[C@@H](C[O-])CCS

---

Which is the most stable structure? #B is the most stable.

---

#A
The following is a quantum chemistry calculation of the molecule C21H25N3O5, from the OMol25 dataset.

Each line ends with the Löwdin charge.
Cartesian coordinates (Å):
C  0.84485  -3.66337  0.08387  -0.021
C  0.84370  -2.16396  0.16289  -0.209
C  -0.01311  -1.40358  -0.61995  0.029
C  0.05224  -0.01431  -0.57506  -0.195
C  -0.72707  0.87840  -1.52619  -0.430
O  -0.80573  2.07909  -1.37148  0.085
N  -1.28119  0.24471  -2.60000  0.073
C  -1.59809  1.00299  -3.79688  -0.117
C  -0.39939  1.78568  -4.36588  -0.233
C  -0.53712  2.14534  -5.84698  -0.330
C  -1.85680  2.84807  -6.14247  -0.059
C  0.64414  3.04098  -6.23366  -0.166
C  1.99324  2.43937  -5.85039  -0.157
C  2.02240  2.02765  -4.37972  -0.139
N  0.89383  1.14059  -4.10621  -0.002
C  1.03520  -0.21273  -4.18803  -0.408
O  0.20458  -0.94878  -4.70755  0.068
C  2.18577  -0.80516  -3.43714  -0.106
C  2.81554  -0.17940  -2.30559  -0.004
C  3.67862  -0.87074  -1.54091  0.030
C  3.95527  -2.26814  -1.79918  -0.442
O  4.60262  -3.01976  -1.12352  0.109
O  3.37341  -2.79111  -2.95683  0.105
C  2.50869  -2.08468  -3.69392  -0.013
N  0.87001  0.62938  0.25108  0.145
C  1.66991  -0.09563  1.02535  -0.071
C  1.72762  -1.48419  1.00072  -0.150
C  2.73271  -2.24454  1.81757  -0.207
O  3.57602  -1.33410  2.50240  -0.054
H  0.66364  -4.11149  1.06292  0.089
H  0.07793  -4.02031  -0.60144  0.083
H  1.81321  -4.03248  -0.26428  0.086
H  -0.71982  -1.91458  -1.26216  0.119
H  -0.99235  -0.70088  -2.78227  0.097
H  -1.97771  0.29811  -4.53267  0.125
H  -2.38175  1.72371  -3.56655  0.129
H  -0.34066  2.72111  -3.79850  0.150
H  -0.48445  1.21092  -6.41761  0.150
H  -1.97271  3.73167  -5.50879  0.091
H  -1.88846  3.17836  -7.18195  0.081
H  -2.71624  2.19875  -5.97534  0.076
H  0.61599  3.24722  -7.30619  0.117
H  0.52196  4.00530  -5.72548  0.124
H  2.18841  1.55148  -6.46029  0.121
H  2.79936  3.14974  -6.04656  0.115
H  2.95743  1.51928  -4.15341  0.115
H  1.94114  2.90174  -3.72671  0.137
H  2.55492  0.83751  -2.04059  0.124
H  4.14605  -0.44969  -0.66285  0.129
H  2.07487  -2.65769  -4.50100  0.149
H  2.32898  0.45305  1.68543  0.120
H  2.20786  -2.89706  2.52747  0.130
H  3.31850  -2.88550  1.14856  0.115
H  4.30938  -1.82606  2.88073  0.095

Results
Net charge: 0
HOMO energy, eV: -9.14
Structure (SMILES): Cc1cc(C(=O)NC[C@@H]2[C@@H](C)CCCN2C(=O)c2ccc(=O)oc2)ncc1CO

---

#B
The following is a quantum chemistry calculation of the molecule C21H25N3O5, from the OMol25 dataset.

Each line ends with the Löwdin charge.
Cartesian coordinates (Å):
C  3.47766  -1.60488  0.42947  -0.030
C  2.03286  -1.21494  0.55260  -0.209
C  1.50205  -0.19049  -0.21715  0.029
C  0.16403  0.14573  -0.08160  -0.206
C  -0.40070  1.32413  -0.84046  -0.439
O  -0.73882  2.35358  -0.28441  0.079
N  -0.45221  1.14935  -2.18037  0.094
C  -0.92509  2.16060  -3.10153  -0.125
C  -0.22205  3.51171  -2.99431  -0.237
C  -0.51601  4.41350  -4.20149  -0.327
C  -2.00430  4.53878  -4.49939  -0.061
C  0.08738  5.79764  -3.95596  -0.167
C  1.55481  5.74388  -3.54774  -0.157
C  1.73881  4.77538  -2.38919  -0.138
N  1.23138  3.45540  -2.77030  0.015
C  2.01846  2.54723  -3.40602  -0.411
O  1.59669  1.73341  -4.21789  0.070
C  3.47535  2.54404  -3.04957  -0.119
C  3.98023  2.65225  -1.70656  -0.021
C  5.29665  2.55186  -1.45588  0.029
C  6.25085  2.34811  -2.53127  -0.443
O  7.43959  2.25198  -2.43254  0.124
O  5.69183  2.24004  -3.80515  0.106
C  4.37315  2.32069  -4.02029  -0.016
N  -0.65427  -0.46597  0.76354  0.141
C  -0.14858  -1.45495  1.49391  -0.060
C  1.17681  -1.86668  1.43661  -0.144
C  1.68916  -2.98072  2.30284  -0.215
O  0.61894  -3.53841  3.04428  -0.056
H  3.57459  -2.64162  0.09953  0.089
H  3.99501  -0.97176  -0.28842  0.075
H  3.99027  -1.52119  1.39048  0.088
H  2.12347  0.33541  -0.93082  0.109
H  -0.09305  0.29373  -2.56726  0.142
H  -0.82343  1.75233  -4.10214  0.125
H  -1.98607  2.34378  -2.91781  0.131
H  -0.61701  3.99073  -2.09482  0.143
H  -0.01654  3.96139  -5.06816  0.152
H  -2.55072  4.89122  -3.62025  0.093
H  -2.17014  5.25633  -5.30461  0.082
H  -2.44405  3.59215  -4.81251  0.075
H  -0.03910  6.41399  -4.84908  0.117
H  -0.48299  6.29086  -3.15845  0.126
H  2.17208  5.41515  -4.39080  0.120
H  1.91124  6.73754  -3.26493  0.116
H  2.77110  4.73186  -2.06036  0.108
H  1.15639  5.10902  -1.52465  0.137
H  3.28335  2.79020  -0.88845  0.128
H  5.69322  2.61280  -0.45354  0.124
H  4.11646  2.18286  -5.06103  0.151
H  -0.83684  -1.94781  2.16708  0.118
H  2.16284  -3.74206  1.67008  0.126
H  2.46261  -2.58534  2.97495  0.130
H  0.96556  -4.24514  3.59558  0.092

Results
Net charge: 0
HOMO energy, eV: -9.30
Structure (SMILES): Cc1cc(C(=O)NC[C@@H]2[C@@H](C)CCCN2C(=O)c2ccc(=O)oc2)ncc1CO

---

Which is the most stable structure? #A is the most stable.

---

#A
The following is a quantum chemistry calculation of the ion H2NO4S with charge -1, from the OMol25 dataset.

Each line ends with the Löwdin charge.
Cartesian coordinates (Å):
N  -0.81251  -0.71373  0.14976  -0.145
O  1.31360  -0.56759  -1.14448  -0.335
O  -0.51702  0.97806  -1.69159  -0.373
O  0.81105  1.26215  0.35069  -0.386
O  0.00969  -0.84837  1.34011  -0.195
S  0.33150  0.35731  -0.70583  0.382
H  -1.72370  -0.39709  0.27577  0.037
H  0.58739  -0.07073  1.42556  0.016

Results
Net charge: -1
HOMO energy, eV: -5.03
Structure (SMILES): O=S(=O)([O-])NO

---

#B
The following is a quantum chemistry calculation of the ion H2NO4S with charge -1, from the OMol25 dataset.

Each line ends with the Löwdin charge.
Cartesian coordinates (Å):
N  1.50485  0.44079  -0.26190  -0.183
O  -2.14167  0.56542  0.86554  -0.353
O  -1.19653  -0.28823  -1.25443  -0.343
O  -0.47899  -1.29625  0.86805  -0.396
O  0.53255  1.16417  0.35780  -0.355
S  -1.10388  -0.14552  0.15841  0.522
H  1.04602  0.04972  -1.04178  -0.005
H  1.83766  -0.49011  0.30831  0.113

Results
Net charge: -1
HOMO energy, eV: -4.14
Structure (SMILES): NOS(=O)(=O)[O-]

---

Which is the most stable structure? #A is the most stable.